1.
{
  "formula": "C20H28IrNO2S",
  "method": "ωB97M-V/def2-TZVPD",
  "elements": ["O", "C", "C", "H", "H", "C", "H", "H", "C", "H", "H", "H", "C", "H", "H", "H", "Ir", "C", "C", "C", "H", "C", "C", "H", "H", "H", "H", "C", "C", "C", "H", "C", "C", "H", "H", "H", "H", "O", "C", "C", "H", "H", "C", "H", "H", "C", "H", "H", "H", "H", "S", "C", "N"],
  "positions_angstrom": [[0.3612, -0.2879, 0.3168], [-0.9137, 0.4031, 0.4513], [-1.1828, 0.3460, -1.0490], [-0.7301, 1.4198, 0.8255], [-1.6077, -0.1785, 1.0694], [0.2578, -0.2479, -1.1415], [-1.3201, 1.3164, -1.5277], [-1.9495, -0.3915, -1.3108], [1.2569, 0.7352, -1.7062], [1.2865, 1.6405, -1.0885], [0.9761, 1.0124, -2.7319], [2.2580, 0.2859, -1.7413], [0.3703, -1.6171, -1.7682], [-0.4492, -2.2726, -1.4476], [1.3334, -2.0886, -1.5157], [0.3304, -1.5258, -2.8642], [1.6679, -1.8959, 2.1344], [1.2284, -3.8173, 2.5301], [0.4346, -3.0476, 3.5046], [-0.6077, -2.3834, 2.8057], [0.6345, -2.8614, 4.5478], [-0.5126, -2.7515, 1.4289], [0.6466, -3.5846, 1.2270], [1.0285, -4.0681, 0.3250], [2.0629, -4.4817, 2.6386], [-1.3736, -1.7456, 3.2758], [-1.2692, -2.5927, 0.6650], [3.8368, -1.6095, 2.7860], [3.6249, -2.2441, 1.3931], [3.2964, -1.1795, 0.4755], [3.7902, -3.2944, 1.1233], [3.1177, 0.0313, 1.2347], [3.3567, -0.2289, 2.5971], [3.3406, 0.4238, 3.4565], [4.6412, -1.8863, 3.4672], [3.2293, -1.2802, -0.6220], [2.9199, 1.0298, 0.8307], [-2.7924, 3.5628, -1.9035], [-2.9374, 3.1809, -3.2911], [-3.8081, 4.2158, -4.0210], [-3.4401, 2.1953, -3.3410], [-1.9369, 3.0572, -3.7372], [-4.7044, 4.7329, -2.8642], [-4.3575, 3.8117, -4.8630], [-3.1710, 5.0479, -4.3549], [-3.7369, 4.6425, -1.6677], [-5.5213, 4.0096, -2.7225], [-5.1179, 5.7202, -3.0377], [-4.2565, 4.4735, -0.7134], [-3.2032, 5.6088, -1.5857], [3.9114, -3.9779, 5.3507], [2.9382, -3.1921, 4.4611], [2.7625, -2.1709, 3.6960]],
  "forces_ev_per_angstrom": [[0.0, -0.2, 0.1], [0.1, 0.2, 0.2], [0.5, -0.4, 0.1], [-0.3, -0.4, 0.2], [0.2, 0.4, 0.1], [-0.5, 0.3, -0.5], [-0.2, -0.2, 0.0], [0.1, 0.4, -0.1], [0.3, 0.0, -0.2], [0.0, -0.1, -0.2], [0.1, -0.1, 0.3], [-0.1, 0.2, 0.0], [0.1, -0.2, -0.2], [0.2, 0.1, -0.1], [-0.3, 0.1, 0.0], [0.0, 0.0, 0.3], [-1.9, 3.4, -3.2], [-2.1, -1.6, 0.1], [-1.5, -1.7, 0.0], [0.0, -0.2, -0.3], [0.0, -0.5, -0.1], [-0.8, -1.2, -0.5], [-0.9, -0.5, 0.5], [-0.5, 0.3, 0.2], [0.0, -0.3, 0.5], [0.6, -0.4, -0.4], [0.4, 0.4, 0.2], [0.6, -0.9, 1.3], [-0.8, 0.4, -0.3], [1.2, -0.1, -0.6], [0.4, 0.7, 0.2], [0.5, 0.0, 1.2], [1.6, 1.9, -1.2], [-0.1, 0.3, -0.3], [1.4, 0.7, -0.9], [0.1, 0.1, 1.0], [-0.3, -0.7, 0.1], [-1.0, 0.7, -0.9], [-0.1, -0.7, -0.3], [0.6, 0.8, 1.1], [0.2, 0.3, 0.1], [-0.3, 0.2, 0.2], [0.4, -1.4, -0.1], [0.0, -0.1, -0.1], [-0.2, -0.2, -0.1], [0.0, 0.7, 0.2], [0.1, 0.3, 0.0], [0.0, 0.1, 0.1], [0.2, -0.1, -0.3], [0.1, -0.5, 0.0], [1.8, -1.3, 0.9], [-1.2, 0.3, 1.2], [1.4, 0.7, 0.4]],
  "multiplicity": 6,
  "de_lowest_kcal_mol": 63.9,
  "e_lumo_ev": [-3.43, -6.05],
  "gap_ha": [0.218, 0.202],
  "total_charge": 1
}



2.
{
  "formula": "C20H28N2O2S",
  "method": "ωB97M-V/def2-TZVPD",
  "elements": ["C", "C", "C", "C", "C", "C", "N", "C", "C", "N", "C", "C", "C", "C", "C", "C", "C", "C", "C", "C", "O", "C", "C", "O", "S", "H", "H", "H", "H", "H", "H", "H", "H", "H", "H", "H", "H", "H", "H", "H", "H", "H", "H", "H", "H", "H", "H", "H", "H", "H", "H", "H", "H"],
  "positions_angstrom": [[0.9218, 3.5766, -6.7324], [1.0085, 3.0382, -5.3499], [2.0815, 2.4718, -4.7287], [1.8176, 2.0671, -3.4081], [0.5298, 2.3296, -3.0241], [-0.0720, 2.0538, -1.7608], [0.5164, 1.5017, -0.7367], [-0.4369, 1.4327, 0.2434], [-0.1556, 0.8016, 1.5704], [-0.2642, -0.6527, 1.5790], [0.7518, -1.2974, 0.7577], [2.1487, -1.1779, 1.3573], [3.2007, -2.1066, 0.7206], [4.1426, -0.9093, 0.5321], [3.0096, 0.0366, 0.9555], [-1.6075, -1.1050, 1.2673], [-1.8918, -2.5185, 1.8088], [-1.4489, -2.6653, 3.2782], [-2.7157, -3.1315, 3.9991], [-3.8106, -2.6155, 3.0664], [-3.2899, -2.7764, 1.7653], [-1.6002, 1.9608, -0.2484], [-2.9539, 2.1633, 0.3237], [-1.3645, 2.3617, -1.5264], [-0.3721, 3.0842, -4.3008], [1.8770, 3.4581, -7.2381], [0.1543, 3.0531, -7.3019], [0.6601, 4.6343, -6.7178], [3.0372, 2.3481, -5.2066], [2.5303, 1.6024, -2.7529], [-0.8559, 1.1949, 2.3133], [0.8594, 1.0559, 1.8733], [0.4996, -2.3589, 0.7099], [0.7588, -0.9010, -0.2695], [2.0758, -1.3070, 2.4386], [2.8627, -2.5344, -0.2214], [3.5720, -2.9079, 1.3566], [4.5235, -0.7673, -0.4772], [4.9823, -0.9122, 1.2246], [3.2603, 0.7255, 1.7606], [2.5769, 0.5963, 0.1291], [-2.3112, -0.4278, 1.7574], [-1.8253, -1.0910, 0.1869], [-1.4263, -3.2714, 1.1641], [-1.1131, -1.6975, 3.6477], [-0.6300, -3.3729, 3.3808], [-2.7536, -4.2202, 4.0431], [-2.8042, -2.7320, 5.0067], [-4.7423, -3.1799, 3.1202], [-4.0224, -1.5548, 3.2708], [-3.6132, 1.3368, 0.0559], [-3.3834, 3.0822, -0.0697], [-2.8947, 2.2253, 1.4071]],
  "forces_ev_per_angstrom": [[-0.1, 0.1, -0.1], [-0.2, -0.1, 0.3], [-0.2, 0.2, -0.3], [-0.5, 0.0, 0.4], [0.0, 0.3, -0.9], [0.4, -0.6, 1.2], [0.2, 0.3, -1.0], [-1.0, 0.4, 0.0], [-0.1, 0.0, 0.0], [-0.1, 0.0, -0.1], [0.2, -0.1, 0.3], [-0.4, -0.1, -0.1], [0.0, -0.2, 0.1], [0.3, 0.1, -0.1], [0.1, 0.3, 0.0], [0.0, -0.3, 0.0], [0.4, 0.2, 0.0], [-0.2, 0.0, -0.1], [-0.1, 0.0, -0.2], [-0.1, 0.0, 0.3], [-0.1, -0.1, -0.3], [0.5, -0.4, 0.9], [0.1, -0.1, -0.3], [0.0, 0.1, -0.4], [0.6, -0.2, 0.0], [0.0, 0.0, 0.0], [0.0, 0.0, -0.1], [0.0, 0.1, -0.1], [0.2, 0.0, -0.1], [0.1, -0.1, 0.2], [0.1, 0.0, 0.0], [0.0, 0.1, 0.1], [0.0, 0.0, -0.1], [0.0, -0.2, 0.0], [0.0, 0.0, 0.0], [0.0, -0.1, -0.1], [0.0, -0.1, 0.0], [0.1, 0.0, 0.0], [0.1, 0.0, 0.0], [0.0, 0.1, 0.0], [0.0, 0.0, 0.0], [-0.1, 0.0, 0.0], [0.0, 0.1, 0.1], [0.0, 0.1, 0.1], [0.1, 0.0, 0.0], [0.1, 0.0, 0.1], [0.0, 0.0, 0.0], [0.0, 0.0, 0.1], [0.0, 0.1, 0.0], [0.0, -0.1, 0.0], [-0.1, 0.0, 0.0], [-0.1, 0.1, 0.1], [0.0, 0.0, 0.0]],
  "smiles": "Cc1ccc(-c2nc(CN(CC3CCC3)C[C@H]3CCCO3)c(C)o2)s1",
  "de_lowest_kcal_mol": 20.3,
  "e_lumo_ev": 0.50,
  "gap_ha": 0.304,
  "total_charge": 0
}



3.
{
  "formula": "C20H28N2O5",
  "method": "ωB97M-V/def2-TZVPD",
  "elements": ["C", "C", "O", "C", "O", "C", "N", "C", "O", "N", "C", "C", "C", "C", "C", "C", "C", "C", "C", "C", "C", "C", "O", "O", "C", "C", "C", "H", "H", "H", "H", "H", "H", "H", "H", "H", "H", "H", "H", "H", "H", "H", "H", "H", "H", "H", "H", "H", "H", "H", "H", "H", "H", "H", "H"],
  "positions_angstrom": [[6.2222, 2.2761, -1.0312], [4.9781, 1.4195, -1.1678], [3.8322, 2.2677, -1.0539], [2.6628, 1.6718, -0.8661], [2.5042, 0.4770, -0.8485], [1.5384, 2.6904, -0.7002], [0.4753, 2.1523, 0.1202], [0.9112, 1.7040, 1.3549], [2.0241, 1.9705, 1.7755], [0.0000, 1.0333, 2.1209], [0.4894, 0.3141, 3.2780], [0.5587, -1.1765, 2.9508], [-0.8180, -1.6826, 2.5250], [-1.3983, -0.8580, 1.3675], [-2.8657, -1.2988, 1.1242], [-3.4754, -0.7048, -0.1136], [-4.0929, 0.5390, -0.0839], [-4.6224, 1.0913, -1.2367], [-4.5457, 0.4044, -2.4356], [-3.9482, -0.8436, -2.4727], [-3.4208, -1.3934, -1.3189], [-0.6370, -1.0593, 0.0604], [-0.6570, -0.2478, -0.8357], [0.0110, -2.2098, -0.0003], [0.8190, -2.4366, -1.1633], [-0.0141, -2.8591, -2.3637], [-1.3307, 0.6402, 1.7313], [6.2440, 3.0320, -1.8114], [7.1075, 1.6520, -1.1136], [6.2238, 2.7730, -0.0652], [4.9272, 0.6585, -0.3818], [4.9460, 0.9136, -2.1402], [1.1353, 2.9488, -1.6808], [1.9533, 3.5822, -0.2259], [-0.1196, 1.5027, -0.3841], [1.4759, 0.7097, 3.5211], [-0.1894, 0.4912, 4.1197], [1.2754, -1.3252, 2.1415], [0.9055, -1.7343, 3.8218], [-0.7554, -2.7320, 2.2343], [-1.5036, -1.6061, 3.3737], [-2.8787, -2.3886, 1.0476], [-3.4514, -1.0114, 2.0007], [-4.1673, 1.0780, 0.8499], [-5.0962, 2.0613, -1.1981], [-4.9547, 0.8373, -3.3365], [-3.8928, -1.3901, -3.4031], [-2.9616, -2.3714, -1.3515], [1.5091, -3.2282, -0.8646], [1.3741, -1.5190, -1.3807], [0.6454, -3.0843, -3.1968], [-0.6848, -2.0542, -2.6536], [-0.5991, -3.7460, -2.1274], [-1.6773, 1.2505, 0.8988], [-1.9908, 0.8187, 2.5898]],
  "forces_ev_per_angstrom": [[-0.5, -0.1, 0.0], [0.3, -0.4, 0.0], [0.2, 0.4, 0.0], [-0.3, 0.0, 0.0], [0.1, 0.0, 0.0], [0.1, 0.0, 0.4], [0.1, 0.0, -0.2], [-0.4, 0.4, 0.0], [0.4, 0.1, 0.0], [-0.1, -0.2, 0.2], [0.5, -0.1, 0.1], [-0.2, 0.1, 0.2], [0.2, 0.0, -0.1], [-0.1, 0.0, 0.2], [0.2, 0.1, -0.1], [-0.3, -0.1, 0.1], [0.0, -0.1, 0.0], [0.0, 0.1, 0.0], [0.0, 0.0, -0.1], [0.0, -0.1, -0.1], [-0.1, 0.0, 0.0], [-0.1, 0.4, 0.3], [0.1, -0.1, -0.1], [-0.1, -0.3, 0.2], [0.3, 0.0, -0.6], [0.0, 0.1, 0.4], [-0.1, -0.1, -0.4], [0.1, 0.1, -0.1], [0.1, 0.0, 0.0], [0.1, 0.1, 0.1], [0.0, 0.1, -0.2], [0.0, 0.0, 0.2], [0.1, 0.0, 0.0], [0.0, -0.1, -0.2], [0.0, 0.0, 0.1], [-0.2, 0.0, 0.1], [0.0, 0.0, 0.0], [0.1, 0.0, 0.0], [0.1, 0.0, 0.0], [-0.1, 0.0, 0.0], [-0.1, 0.0, 0.0], [0.0, 0.0, 0.1], [0.0, -0.1, 0.1], [0.0, 0.1, 0.1], [0.0, 0.1, 0.0], [0.0, 0.0, -0.1], [0.0, 0.0, -0.1], [0.1, -0.1, 0.0], [-0.1, 0.1, 0.0], [0.0, -0.2, 0.1], [0.1, 0.0, -0.1], [0.0, 0.0, -0.1], [0.0, -0.1, 0.0], [0.0, 0.0, 0.1], [-0.1, 0.0, -0.1]],
  "smiles": "CCOC(=O)CNC(=O)N1CCC[C@](Cc2ccccc2)(C(=O)OCC)C1",
  "de_lowest_kcal_mol": 11.0,
  "e_lumo_ev": 0.79,
  "gap_ha": 0.353,
  "total_charge": 0
}



4.
{
  "formula": "C20H28N2O5P2PdS3Te",
  "method": "ωB97M-V/def2-TZVPD",
  "elements": ["Pd", "C", "C", "O", "P", "O", "Te", "O", "C", "C", "H", "H", "H", "H", "H", "H", "H", "H", "H", "H", "S", "P", "S", "C", "C", "C", "C", "C", "C", "C", "C", "C", "C", "C", "C", "H", "H", "H", "H", "H", "H", "H", "H", "H", "H", "O", "O", "S", "C", "N", "C", "C", "C", "N", "H", "H", "H", "H", "H", "H", "H", "H"],
  "positions_angstrom": [[0.6942, 0.3684, 0.5579], [-2.6533, 4.6197, 3.7440], [-1.4647, 3.6967, 3.6407], [-1.9272, 2.4192, 3.1577], [-0.9678, 1.3948, 2.3922], [-1.1179, 1.4721, 0.8811], [1.3421, 1.7107, 2.7663], [-1.5379, 0.0088, 2.8674], [-1.2634, -0.5639, 4.1631], [-0.2058, -1.6368, 4.0504], [-2.3257, 5.6069, 4.0722], [-3.3829, 4.2421, 4.4593], [-3.1469, 4.7239, 2.7776], [-0.9963, 3.5377, 4.6139], [-0.7051, 4.0965, 2.9672], [-2.2168, -0.9730, 4.4946], [-0.9719, 0.2255, 4.8603], [-0.5571, -2.4633, 3.4353], [0.0310, -2.0165, 5.0460], [0.7069, -1.2341, 3.6121], [-2.6051, -3.6437, 1.7420], [-2.4862, -3.4836, -0.2151], [-1.6389, -1.6828, -0.2607], [-1.4742, -4.7415, -1.0218], [-1.7183, -6.0906, -0.7677], [-0.9775, -7.0640, -1.4131], [0.0158, -6.6956, -2.3124], [0.2703, -5.3551, -2.5571], [-0.4739, -4.3771, -1.9124], [-4.0800, -3.5238, -1.0542], [-4.4410, -2.5295, -1.9513], [-5.6634, -2.5984, -2.6055], [-6.5239, -3.6569, -2.3621], [-6.1686, -4.6503, -1.4571], [-4.9516, -4.5833, -0.8032], [-2.4710, -6.3811, -0.0439], [-1.1667, -8.1105, -1.2137], [0.5999, -7.4573, -2.8123], [1.0544, -5.0656, -3.2438], [-0.2585, -3.3304, -2.0892], [-3.7734, -1.6964, -2.1308], [-5.9438, -1.8196, -3.3023], [-7.4781, -3.7057, -2.8702], [-6.8442, -5.4722, -1.2602], [-4.6883, -5.3445, -0.0783], [2.2096, -0.7389, -0.0892], [1.5588, -0.8945, -1.1625], [1.6965, 2.6118, -1.5129], [0.1314, 3.1941, -1.3811], [-0.2090, 4.1581, -0.5084], [-1.5684, 4.6007, -0.2552], [-2.4067, 4.4420, -1.5121], [-2.2550, 3.0183, -2.0211], [-0.8412, 2.7410, -2.2021], [0.5370, 4.4333, 0.1098], [-1.5347, 5.6440, 0.0636], [-2.0160, 4.0075, 0.5444], [-2.0774, 5.1499, -2.2750], [-3.4536, 4.6459, -1.2863], [-2.7518, 2.8947, -2.9836], [-2.6952, 2.3144, -1.3081], [-0.5544, 1.9496, -2.7542]],
  "forces_ev_per_angstrom": [[0.6, 0.2, -0.6], [0.0, 0.0, 0.0], [-0.1, 0.0, 0.0], [0.2, 0.0, 0.0], [-0.4, 0.3, -0.1], [0.0, -0.3, 0.3], [0.3, -0.2, 0.0], [-0.1, -0.2, -0.1], [-0.1, 0.0, 0.0], [0.0, 0.0, 0.1], [0.0, 0.0, 0.0], [0.0, 0.0, 0.0], [0.0, 0.0, 0.0], [0.0, 0.0, 0.0], [0.0, 0.0, -0.1], [0.0, 0.0, 0.0], [0.1, 0.0, 0.0], [0.0, 0.0, 0.0], [0.0, 0.0, 0.0], [0.0, 0.0, 0.0], [-0.1, -0.1, 0.3], [0.3, 0.2, -0.4], [-0.1, 0.1, 0.1], [0.0, -0.2, 0.1], [0.0, 0.0, 0.1], [0.0, 0.0, 0.0], [0.0, 0.0, 0.0], [0.0, 0.0, 0.0], [0.1, 0.1, -0.1], [-0.1, -0.1, 0.1], [0.0, 0.1, -0.1], [0.0, 0.0, 0.0], [0.0, 0.0, 0.0], [0.0, 0.0, 0.0], [0.0, 0.0, 0.0], [0.0, 0.0, 0.0], [0.0, 0.0, 0.0], [0.0, 0.0, 0.0], [0.0, 0.0, 0.0], [0.0, 0.0, 0.0], [0.0, 0.0, 0.0], [0.0, 0.0, 0.0], [0.0, 0.0, 0.0], [0.0, 0.0, 0.0], [0.0, 0.0, 0.0], [-0.4, 0.4, 0.2], [-0.1, 0.0, 0.3], [0.2, -0.1, 0.1], [-0.3, 0.1, -0.2], [0.2, 0.0, 0.0], [0.0, 0.1, 0.0], [0.0, 0.0, 0.0], [0.0, 0.1, 0.0], [0.1, -0.2, 0.1], [-0.1, 0.0, 0.0], [0.0, 0.0, 0.0], [0.0, -0.1, 0.1], [0.0, 0.0, 0.0], [0.0, 0.0, 0.0], [0.0, 0.0, 0.0], [0.0, 0.0, 0.0], [0.0, 0.0, 0.0]],
  "multiplicity": 3,
  "de_lowest_kcal_mol": 30.2,
  "e_lumo_ev": [-0.68, -2.28],
  "gap_ha": [0.251, 0.193],
  "total_charge": 0
}